Computed, not measured: 3 unconnected molecules or ions with the total composition C4H12O3 in a non-equilibrium geometry, with ωB97M-V/def2-TZVPD.

* HOMO-LUMO gap: 10.49 eV
* LUMO energy: 0.6685 eV
* SMILES: CCCC=O.O.O
* E_HOMO: -9.8 eV
* energy relative to the best compared isomer or geometry (same formula, charge and spin): 0.765 eV
* total charge: 0

```
19
Properties=species:S:1:pos:R:3:forces:R:3
C -1.323 0.308 0.823 -0.2 -0.5 -0.5
C -0.443 0.988 -0.230 -0.4 1.3 0.6
C 0.371 2.126 0.395 0.8 -0.6 0.1
C 0.526 3.337 -0.475 0.2 0.1 0.1
O 0.003 3.498 -1.541 -0.3 0.0 -0.4
H -1.583 -0.710 0.517 0.1 0.0 0.1
H -0.880 0.274 1.820 0.0 0.0 -0.1
H -2.273 0.855 0.847 0.2 -0.1 0.4
H 0.187 0.350 -0.841 -0.1 -0.2 0.1
H -1.132 1.539 -0.864 0.0 -0.4 -0.7
H -0.062 2.422 1.356 0.0 0.2 -0.1
H 1.408 1.816 0.640 -0.4 0.1 0.0
H 1.202 4.120 -0.095 0.1 0.1 0.2
O 0.139 -4.131 -5.363 0.0 -0.4 0.2
H 0.259 -5.044 -5.057 0.0 0.4 -0.1
H -0.813 -3.990 -5.327 0.0 0.0 0.0
O 1.662 -2.349 4.712 0.0 0.0 0.0
H 1.917 -2.593 3.818 0.0 0.0 0.0
H 0.836 -2.818 4.866 0.0 0.0 0.0
```
Forces are in eV/Å.

Löwdin atomic charge list, values in e, 6 entries: C -0.11; C -0.25; C -0.18; C -0.28; O 0.05; H 0.07

=====

Computed, not measured: 2 unconnected molecules or ions with the total composition C4H12O3, with ωB97M-V/def2-TZVPD.

* HOMO-LUMO gap: 10.52 eV
* LUMO energy: 0.7819 eV
* SMILES: OCCO.COC
* E_HOMO: -9.7 eV
* energy relative to the best compared isomer or geometry (same formula, charge and spin): 1.210 eV
* total charge: 0

```
19
Properties=species:S:1:pos:R:3:forces:R:3
O -0.052 -0.324 1.659 0.2 -0.4 0.0
C 0.819 -1.415 1.343 0.0 0.2 0.6
C 0.245 -2.257 0.223 0.3 -0.3 -0.2
O -1.039 -2.760 0.559 -0.3 0.6 0.2
H 0.021 0.335 0.937 0.0 -0.3 0.3
H 1.837 -1.063 1.089 -0.4 -0.1 0.0
H 0.892 -2.015 2.270 0.0 0.2 -0.5
H 0.202 -1.660 -0.707 0.0 -0.2 0.2
H 0.896 -3.132 0.032 -0.3 0.4 0.1
H -1.525 -2.009 0.959 0.4 -0.5 -0.2
C -1.043 1.040 -1.299 -0.5 -0.5 -0.2
O 0.086 1.187 -0.461 -0.1 0.6 -0.7
C 0.570 2.514 -0.508 0.6 0.4 0.3
H -1.380 -0.008 -1.228 0.2 0.5 0.0
H -0.798 1.259 -2.352 0.0 0.0 0.3
H -1.870 1.698 -0.986 0.3 -0.1 0.0
H 0.883 2.797 -1.527 -0.1 -0.2 0.2
H -0.189 3.236 -0.161 0.1 -0.2 -0.1
H 1.446 2.576 0.159 -0.4 -0.1 -0.3
```
Forces are in eV/Å.

Löwdin atomic charge list, values in e, 6 entries: O -0.10; C -0.24; C -0.27; O -0.08; H 0.03; H 0.12

=====

Computed, not measured: 2 unconnected molecules or ions with the total composition C4H12O3 in a non-equilibrium geometry, with ωB97M-V/def2-TZVPD.

* HOMO-LUMO gap: 10.72 eV
* LUMO energy: 0.6180 eV
* SMILES: OCCCCO.O
* E_HOMO: -10.1 eV
* energy relative to the best compared isomer or geometry (same formula, charge and spin): 1.232 eV
* total charge: 0

```
19
Properties=species:S:1:pos:R:3:forces:R:3
O 0.341 1.179 2.672 -0.3 0.1 0.4
C -0.255 0.768 1.402 1.4 1.4 1.8
C 0.223 -0.668 1.240 0.5 -0.4 -2.2
C 0.188 -1.344 -0.182 0.2 0.5 1.4
C 1.098 -0.554 -1.145 -0.3 -0.4 -0.7
O 0.744 -0.900 -2.504 -0.1 0.6 1.0
H 1.295 1.195 2.544 -0.1 0.0 0.1
H -1.306 0.959 1.617 -0.2 -0.5 -0.4
H 0.125 1.598 0.765 -0.5 -1.3 -0.7
H 1.313 -0.609 1.395 -0.3 -0.2 0.7
H -0.270 -1.322 1.958 0.2 0.2 0.2
H -0.867 -1.422 -0.500 0.5 0.2 -0.4
H 0.553 -2.375 -0.039 -0.2 0.4 -0.3
H 2.177 -0.765 -1.058 -0.5 -0.2 0.3
H 0.967 0.530 -0.979 0.0 -0.3 -0.2
H -0.188 -0.655 -2.459 -0.1 -0.1 -0.9
O -1.967 1.104 -1.308 0.0 -0.1 0.1
H -2.359 1.986 -1.262 0.1 -0.3 0.1
H -1.956 0.747 -0.408 -0.1 0.3 -0.3
```
Forces are in eV/Å.

Löwdin atomic charge list, values in e, 6 entries: O -0.11; C -0.26; C -0.18; C -0.18; C -0.26; O -0.08

=====

Computed, not measured: 2 unconnected molecules or ions with the total composition C4H12O3 in a non-equilibrium geometry, with ωB97M-V/def2-TZVPD.

* HOMO-LUMO gap: 10.74 eV
* LUMO energy: 0.8254 eV
* SMILES: C[C@H](O)CCO.O
* E_HOMO: -9.9 eV
* energy relative to the best compared isomer or geometry (same formula, charge and spin): 1.341 eV
* total charge: 0

```
19
Properties=species:S:1:pos:R:3:forces:R:3
C 0.799 0.609 -1.685 -0.9 1.2 -1.0
C -0.185 -0.236 -0.824 3.8 2.2 2.2
O -1.280 0.622 -0.532 -1.0 -0.7 -1.4
C 0.571 -0.222 0.578 0.5 -2.4 -0.4
C 1.667 -1.310 0.478 -1.3 -0.2 0.2
O 0.953 -2.571 0.282 0.6 0.5 -0.3
H 0.541 0.537 -2.750 -0.1 0.3 0.2
H 1.878 0.537 -1.664 0.3 -1.3 0.5
H 0.757 1.658 -1.354 -0.8 -0.1 -0.3
H -0.208 -1.225 -1.321 -1.3 0.5 0.7
H -2.009 0.091 -0.198 -0.1 0.0 0.1
H 0.985 0.768 0.761 0.0 0.0 -0.1
H -0.040 -0.487 1.461 -0.2 0.1 -0.6
H 2.281 -1.077 -0.388 0.3 -0.2 0.0
H 2.254 -1.466 1.372 0.4 0.5 0.2
H 1.481 -3.065 -0.351 -0.1 -0.3 0.1
O -2.242 2.556 1.600 -0.1 0.1 0.2
H -1.546 2.287 0.990 -0.1 0.0 -0.2
H -2.673 3.333 1.224 0.2 -0.2 -0.1
```
Forces are in eV/Å.

Löwdin atomic charge list, values in e, 6 entries: C -0.07; C -0.37; O -0.06; C -0.14; C -0.23; O -0.10

=====

Computed, not measured: 2 unconnected molecules or ions with the total composition C4H12O3 in a non-equilibrium geometry, with ωB97M-V/def2-TZVPD.

* HOMO-LUMO gap: 10.94 eV
* LUMO energy: 0.7525 eV
* SMILES: C[C@@H](O)CCO.O
* E_HOMO: -10.2 eV
* energy relative to the best compared isomer or geometry (same formula, charge and spin): 2.248 eV
* total charge: 0

```
19
Properties=species:S:1:pos:R:3:forces:R:3
C 0.060 -1.212 2.915 -0.9 -0.8 -2.0
C 0.091 0.202 2.200 -2.2 -4.2 -0.1
O 0.790 1.144 2.855 2.1 1.2 0.8
C 0.666 -0.162 0.831 1.2 1.9 -3.2
C -0.428 -0.185 -0.253 -1.7 1.9 -1.3
O -0.322 -0.796 -1.640 0.8 1.5 2.7
H -0.607 -1.346 3.744 -0.2 0.4 0.6
H -0.185 -2.071 2.178 0.1 1.5 0.9
H 1.051 -1.412 3.173 1.8 -0.5 0.9
H -0.974 0.439 2.301 0.1 0.8 -1.1
H 1.721 0.943 2.646 -0.3 0.5 0.5
H 1.213 -1.126 0.788 0.0 0.6 0.5
H 1.357 0.709 0.466 -0.7 -1.6 0.9
H -0.724 0.905 -0.433 0.2 -1.6 0.2
H -1.255 -0.723 0.156 -0.9 -0.1 0.5
H 0.224 -1.507 -1.343 0.7 -1.4 -0.8
O -0.691 1.138 -5.705 -3.5 -1.9 -2.0
H -1.570 1.304 -6.274 3.0 -0.1 1.9
H -0.790 0.131 -5.646 0.6 2.0 0.2
```
Forces are in eV/Å.

Löwdin atomic charge list, values in e, 6 entries: C -0.05; C -0.49; O 0.00; C -0.17; C -0.22; O -0.08

=====

Computed, not measured: 4 unconnected molecules or ions with the total composition C4H12O3 in a non-equilibrium geometry, with ωB97M-V/def2-TZVPD.

* HOMO-LUMO gap: 9.28 eV
* LUMO energy: 0.4856 eV
* SMILES: C=CC=C.O.O.O
* E_HOMO: -8.8 eV
* energy relative to the best compared isomer or geometry (same formula, charge and spin): 2.165 eV
* total charge: 0

```
19
Properties=species:S:1:pos:R:3:forces:R:3
C -1.827 0.488 1.160 -1.5 0.6 -0.2
C -2.086 0.587 -0.148 0.4 2.4 -0.5
C -1.002 1.131 -1.028 0.3 -0.8 0.7
C -0.803 1.050 -2.357 -0.5 0.3 0.9
H -0.938 0.908 1.614 0.3 -0.4 -0.1
H -2.673 0.247 1.795 0.3 -0.3 0.3
H -3.103 0.505 -0.516 0.1 -0.6 -0.1
H -0.185 1.479 -0.388 0.5 -0.9 -0.3
H 0.193 0.836 -2.718 0.2 1.1 -0.3
H -1.619 1.228 -3.039 -0.3 -1.1 -0.4
O 2.543 0.748 1.353 -0.1 -0.4 0.5
H 2.652 -0.124 0.935 -0.1 0.3 -0.5
H 2.478 0.522 2.288 0.1 0.3 0.0
O 2.426 -1.383 -0.502 0.0 0.0 0.2
H 3.196 -1.848 -0.155 -0.3 -0.3 -0.1
H 1.604 -1.780 -0.137 0.4 0.0 -0.1
O -0.091 -1.850 0.678 0.3 -0.9 -0.3
H -0.812 -1.731 0.043 0.2 0.3 0.3
H 0.048 -1.014 1.121 -0.3 0.4 0.0
```
Forces are in eV/Å.

Löwdin atomic charge list, values in e, 6 entries: C -0.03; C -0.18; C -0.19; C 0.02; H 0.07; H 0.06